Below is an isolated molecule of C6H8N2, with properties calculated with ωB97M-V/def2-TZVPD.

Values from the calculation:
HOMO (Eh): -0.2692
F_max (eV/Å): 7.88
SMILES: C=CC1=NC(=C)CN1
E (a.u.): -342.77089
Orbital gap (Ha): 0.288

```
! RIJCOSX wB97M-V def2-TZVPD def2/J DEFGRID3
* xyz 0 1
C -2.626 -0.988 0.160
C -2.194 0.257 -0.153
C -0.674 0.450 -0.285
N 0.057 -0.699 -0.365
C 1.323 -0.450 -0.049
C 2.400 -1.232 -0.085
C 1.390 1.099 0.115
N 0.030 1.480 -0.187
H -3.813 -1.183 0.601
H -1.946 -1.942 -0.316
H -2.995 1.127 -0.084
H 3.514 -1.107 0.437
H 2.012 -2.316 -0.263
H 1.884 1.629 -0.625
H 1.768 1.483 1.083
H -0.130 2.391 0.017
*
```